The following is a quantum chemistry calculation of 2 unconnected molecules or ions with the total composition C22H16FN2O in a non-equilibrium geometry, from the Open Molecules 2025 dataset.

Its strongest force on any atom is 4.19 eV/Å. The total charge is +1. The calculation puts the calculated total energy at -30809.779 eV. The calculation puts the highest occupied orbital energy at -11.97 eV.

Last column: natural (NBO) charge in e.
Atoms and positions in Å:
F1 4.76403 0.29155 3.30833  -0.2961
O1 1.15585 -0.05296 -0.44433  -0.5482
N1 -1.56692 -0.87466 -0.21352  0.1099
N2 -2.48668 -0.18813 -0.14998  0.1142
C1 3.43579 -0.01628 3.18536  0.4969
C2 -4.39873 0.72990 3.37560  -0.0952
C3 -0.61289 -1.04045 2.48963  0.1322
C4 -2.00073 0.99883 3.10391  -0.0438
C5 1.17934 0.71203 2.88867  -0.0766
C6 2.51575 1.02759 3.10993  -0.2782
C7 -0.53840 -1.74156 -0.12199  -0.1606
C8 0.63520 -3.48922 -1.18860  0.1074
C9 -0.71585 -3.15560 -0.59738  -0.4490
C10 -1.82467 -0.39895 2.89483  -0.2108
C11 1.46364 -2.36554 -1.20196  -0.2069
C12 1.07473 -4.69118 -1.74895  -0.2434
C13 -3.26512 1.55005 3.29066  -0.2367
C14 3.06535 -1.35844 3.11729  -0.2911
C15 -2.98560 -1.21814 3.10410  -0.0994
C16 2.71264 -2.38860 -1.82523  -0.1384
C17 2.35848 -4.74517 -2.31856  -0.1572
C18 0.76773 -1.21413 -0.57224  0.5282
C19 3.16253 -3.58861 -2.38138  -0.2095
C20 0.73318 -0.62996 2.76074  -0.1899
C21 -4.23870 -0.66668 3.31755  -0.2274
C22 1.72597 -1.65126 2.91745  -0.0803
H1 -5.10791 -1.31770 3.44076  0.2433
H2 -0.71671 -2.10571 2.25299  0.2286
H3 0.48248 1.53068 2.76123  0.2162
H4 -1.00745 -3.84734 0.21149  0.2278
H5 -2.85927 -2.30408 3.07580  0.2239
H6 -1.15015 1.67059 3.07726  0.2041
H7 -1.50201 -3.23026 -1.37337  0.2437
H8 2.72137 -5.68408 -2.74105  0.2328
H9 4.14062 -3.63543 -2.86203  0.2337
H10 1.40216 -2.69276 2.88261  0.2262
H11 2.83993 2.06281 3.19401  0.2595
H12 0.41623 -5.56397 -1.73852  0.2269
H13 -5.39023 1.16515 3.50170  0.2414
H14 3.30862 -1.47514 -1.84917  0.2393
H15 -3.37290 2.63512 3.37564  0.2421
H16 3.81122 -2.14622 3.20572  0.2605

The following is a quantum chemistry calculation of a molecular structure, C22H16N7RuS3 in a non-equilibrium geometry, from the Open Molecules 2025 dataset.

Its strongest force on any atom is 3.80 eV/Å. The total charge is -2. Its spin multiplicity is 2. The calculation puts the calculated total energy at -68592.604 eV. The calculation puts the highest occupied orbital energy (alpha / beta) at -0.39 / -0.07 eV.

Last column: Mulliken spin population.
Atoms and positions in Å:
Ru1 -0.67280 -0.12550 0.04540  0.3921
S1 -0.29590 2.24580 0.57160  0.0264
S2 -2.95700 0.37030 0.57940  -0.0146
S3 -0.06700 -0.66410 2.72310  0.0133
N1 1.44230 -0.66990 0.08200  0.0062
N2 -1.73440 5.00920 5.83080  -0.0001
N3 -4.96110 2.45220 5.92610  -0.0006
N4 2.44910 -1.07020 3.43670  -0.0018
N5 2.14940 -0.91060 1.18330  0.0018
N6 0.25700 0.21530 -2.13430  -0.0138
N7 -1.00240 -1.90900 -0.33390  0.6683
C1 -0.33520 0.67600 -3.21970  0.0054
C2 1.29770 -0.67760 -2.26960  -0.0093
C3 -3.30390 2.47140 3.98460  -0.0013
C4 0.01150 0.31760 -4.51060  -0.0105
C5 -1.46440 2.32970 1.85180  -0.0037
C6 -1.54690 -2.77040 -1.13070  -0.0946
C7 -4.20300 2.47620 5.05390  0.0021
C8 1.59630 -0.86180 2.35380  -0.0018
C9 -3.00270 -3.31930 -3.00930  0.0095
C10 -1.92880 4.22890 4.99910  -0.0007
C11 1.92400 -1.10990 -1.07840  -0.0079
C12 -2.72050 -4.67620 -2.86240  -0.0238
C13 -1.27690 -4.16930 -1.00380  0.0406
C14 -1.84910 -5.07940 -1.85390  0.0090
C15 -3.51670 1.59920 2.91730  -0.0027
C16 1.69350 -1.09310 -3.56540  -0.0067
C17 3.14390 -1.99740 -1.05670  0.0020
C18 -2.62510 1.50380 1.86030  -0.0040
C19 -1.26760 3.22450 2.89380  0.0042
C20 -2.44040 -2.38630 -2.18100  0.0325
C21 -2.15790 3.31570 3.96740  0.0011
C22 1.05480 -0.60780 -4.67470  0.0023
H1 3.17220 -2.50910 -0.09440  -0.0024
H2 -4.38290 0.95350 2.92810  0.0019
H3 -1.62290 -6.13440 -1.73610  0.0018
H4 2.50810 -1.79640 -3.66910  -0.0015
H5 -1.11830 1.40800 -3.04900  0.0002
H6 -0.37820 3.84110 2.88450  -0.0043
H7 -0.60300 -4.47890 -0.21520  -0.0059
H8 4.05020 -1.39320 -1.15100  -0.0009
H9 1.35370 -0.92230 -5.66860  0.0000
H10 -2.65740 -1.33060 -2.28820  -0.0045
H11 -3.17900 -5.41090 -3.51470  -0.0042
H12 3.40200 -0.77860 3.25650  0.0003
H13 3.12940 -2.73990 -1.85040  0.0011
H14 2.06160 -0.71870 4.30010  0.0005
H15 -3.67530 -3.00090 -3.79920  0.0000
H16 -0.50470 0.74120 -5.36000  -0.0010

The following is a quantum chemistry calculation of 3 unconnected molecules or ions with the total composition C22H16NO11P in a non-equilibrium geometry, from the Open Molecules 2025 dataset.

Its strongest force on any atom is 1.26 eV/Å. As for the SMILES: NP(O)c1ccc2c(c1)C(=O)C=CC2=O.O=C1C=C(O)C(=O)C=C1O.O=C1C=C(O)C(=O)C=C1O. The calculation puts the calculated total energy at -56374.116 eV. The calculation puts the highest occupied orbital energy at -8.82 eV.

Last column: natural (NBO) charge in e.
Atoms and positions in Å:
P1 5.41481 2.03258 1.97468  1.2339
O1 -4.25090 0.87497 0.54173  -0.5700
O2 0.53646 4.14436 0.69424  -0.5123
O3 -7.49267 2.20890 -3.41219  -0.5277
O4 -0.08034 -4.69606 -2.00792  -0.6231
O5 1.63421 -6.66695 -2.37462  -0.5349
O6 5.65419 3.21988 0.86852  -0.9797
O7 5.21599 -4.13271 -0.70549  -0.6249
O8 -5.82115 0.20948 -3.82617  -0.6192
O9 3.48324 -2.18949 -0.26510  -0.5483
O10 -5.98114 2.82405 0.98884  -0.6237
O11 -0.66566 -0.94578 1.46900  -0.5040
N1 5.34871 2.95259 3.45573  -1.1179
C1 3.64292 1.52553 1.76578  -0.3614
C2 -6.82657 2.61232 -1.18655  -0.3823
C3 1.02363 0.68681 1.56266  -0.0740
C4 3.01550 -3.19535 -0.76754  0.4761
C5 -1.42161 1.26107 1.27294  -0.2347
C6 3.51447 -5.49652 -1.56600  -0.3876
C7 -4.95710 0.43848 -1.66097  -0.3944
C8 -5.99111 2.24436 -0.20730  0.3205
C9 -1.12827 2.53942 1.03411  -0.2299
C10 2.10928 -5.65161 -1.90202  0.4733
C11 3.34665 0.18960 2.01925  -0.1879
C12 -0.38492 0.22541 1.45004  0.5054
C13 -6.77982 1.92853 -2.46841  0.4724
C14 2.01957 -0.20966 1.90958  -0.1531
C15 2.66246 2.45214 1.40350  -0.1835
C16 1.61538 -3.34118 -1.12281  -0.3909
C17 1.18321 -4.49125 -1.65737  0.3272
C18 -4.99132 1.13677 -0.39267  0.4855
C19 -5.79532 0.80307 -2.64199  0.3346
C20 1.34756 2.02285 1.31463  -0.1347
C21 3.94699 -4.34570 -1.03480  0.3233
C22 0.27373 2.99760 0.97640  0.5155
H1 -5.28851 2.37134 1.50563  0.5059
H2 4.17406 -6.33016 -1.76060  0.2457
H3 5.25345 -3.22592 -0.34493  0.5077
H4 -1.88730 3.28930 0.87495  0.2265
H5 4.89398 3.37507 0.29508  0.4954
H6 -4.24441 -0.36622 -1.77480  0.2494
H7 4.86903 2.33497 4.11191  0.3706
H8 -2.46194 0.95281 1.33462  0.2627
H9 0.95782 -2.50257 -0.93859  0.2503
H10 -7.54776 3.40800 -1.06576  0.2477
H11 4.67310 3.70826 3.30892  0.3621
H12 4.12864 -0.49262 2.31450  0.2301
H13 -0.11769 -5.60564 -2.36173  0.5074
H14 -6.51213 0.66667 -4.34404  0.5090
H15 1.77933 -1.24054 2.12418  0.2348
H16 2.90931 3.48875 1.21899  0.2270

The following is a quantum chemistry calculation of a molecular structure, C22H17AsF6MnNO12PS3, from the Open Molecules 2025 dataset.

Its strongest force on any atom is 0.23 eV/Å. The total charge is -1. Its spin multiplicity is 5. The calculation puts the calculated total energy at -199413.353 eV. The calculation puts the highest occupied orbital energy (alpha / beta) at -7.13 / -6.98 eV.

Last column: Mulliken spin population.
Atoms and positions in Å:
As1 -1.98307 1.58805 -0.58491  -0.0061
Mn1 0.19699 -0.25994 1.25165  4.1117
S1 -1.94096 -1.89955 0.20727  -0.0001
S2 -1.54795 0.44055 3.94430  0.0105
S3 -0.53906 -2.15892 4.15371  0.0101
P1 1.59086 -0.12663 -0.63274  -0.2265
F1 -2.08791 1.40381 6.31188  0.0003
F2 0.60855 -1.93490 6.50124  0.0001
F3 1.58406 -0.81708 4.92618  -0.0003
F4 1.78149 -2.96992 5.00418  0.0002
F5 0.02817 1.25866 5.89548  0.0000
F6 -1.15291 2.80495 4.95261  0.0001
O1 -0.02564 -2.02988 2.80863  0.0377
O2 -0.47256 -1.95257 -0.03197  0.0461
O3 -0.46173 0.73563 3.01022  0.0573
O4 -1.09106 -3.40587 4.56503  0.0014
O5 4.11836 -1.34203 1.79637  0.0039
O6 2.07150 -0.43716 1.88750  0.0317
O7 -0.46981 1.20600 0.08043  -0.0017
O8 -2.86752 0.83876 3.56813  0.0024
O9 -2.53498 -3.18108 0.44638  0.0048
O10 -1.93893 2.87090 -1.58455  -0.0021
O11 -2.18081 -0.84879 1.20360  0.0363
O12 -3.08685 1.88679 0.72449  -0.0033
N1 -1.48785 -0.97497 4.58808  0.0007
C1 -2.65849 -1.28073 -1.30103  0.0011
C2 -0.35425 -0.61089 -4.72566  -0.0238
C3 0.46679 0.79754 -2.96127  -0.0168
C4 -0.15427 0.65354 -4.19114  0.0091
C5 4.12503 3.68248 -0.76861  0.0002
C6 -3.78279 -1.80740 -3.35964  -0.0001
C7 2.32317 2.43447 0.22218  0.0203
C8 -3.80936 -0.45922 -3.68342  0.0008
C9 3.57477 1.50788 -1.61990  -0.0015
C10 3.05012 -1.07442 1.30005  0.0367
C11 -2.67536 0.07757 -1.61627  0.0066
C12 4.35804 2.64863 -1.66597  -0.0016
C13 0.89270 -0.33476 -2.26740  -0.0349
C14 3.11120 3.57515 0.17067  0.0053
C15 -1.15970 1.54056 5.36817  0.0034
C16 2.55747 1.39738 -0.67337  -0.0684
C17 -3.25572 0.47281 -2.81831  -0.0010
C18 0.68401 -1.60530 -2.80022  -0.0110
C19 0.06429 -1.73917 -4.03126  0.0102
C20 -3.20684 -2.21665 -2.16723  0.0016
C21 0.95375 -1.94806 5.21170  0.0027
C22 2.74159 -1.44117 -0.16799  -0.0442
H1 3.64804 -1.51148 -0.76560  -0.0100
H2 -0.50981 1.53323 -4.71130  -0.0002
H3 0.57744 1.78271 -2.52549  -0.0014
H4 3.74913 0.70447 -2.32673  -0.0028
H5 4.73503 4.57617 -0.80571  0.0000
H6 -3.19052 -3.25938 -1.88053  0.0000
H7 1.51854 2.35989 0.93987  0.0038
H8 -0.10942 -2.72633 -4.43967  -0.0002
H9 5.14716 2.73171 -2.40216  -0.0002
H10 -3.25322 1.52836 -3.06197  0.0007
H11 -3.03299 1.19937 1.41033  0.0011
H12 -4.26088 -0.12867 -4.61082  0.0001
H13 -4.21611 -2.54131 -4.02765  0.0000
H14 -0.85657 -0.72064 -5.67859  -0.0005
H15 0.97190 -2.48522 -2.24089  -0.0011
H16 2.92454 4.38273 0.86608  0.0001
H17 2.20119 -2.39063 -0.18646  0.0005

The following is a quantum chemistry calculation of a molecular structure, C22H17AsF6MnNO12PS3, from the Open Molecules 2025 dataset.

Its strongest force on any atom is 0.63 eV/Å. The total charge is -1. Its spin multiplicity is 5. The calculation puts the calculated total energy at -199413.166 eV. The calculation puts the highest occupied orbital energy (alpha / beta) at -6.64 / -6.65 eV.

Last column: Mulliken spin population.
Atoms and positions in Å:
As1 2.94445 1.87540 -2.54619  0.0236
Mn1 0.29019 0.59393 -1.11635  3.9285
S1 -0.37069 3.01222 -2.16860  -0.0383
S2 -3.22623 -0.50128 2.66655  0.0002
S3 -2.60754 0.54901 0.03047  0.0091
P1 0.47126 -1.06652 2.83328  -0.0027
F1 -3.50853 1.27773 -2.33018  0.0000
F2 -4.67427 -2.54889 1.55268  0.0000
F3 -5.80284 -1.25016 2.86385  0.0000
F4 -3.93746 -0.78040 -1.81433  -0.0001
F5 -4.35028 -2.63280 3.68898  0.0000
F6 -5.06038 0.83069 -0.90213  0.0000
O1 1.19571 -0.56364 0.11399  -0.0339
O2 -1.47314 3.91534 -2.14044  0.0035
O3 0.47324 2.89458 -0.97686  0.0626
O4 -0.34649 0.09262 2.39800  0.0063
O5 3.37372 2.80113 -1.14257  0.0045
O6 2.95262 0.72592 0.71336  0.0089
O7 -2.24677 1.91814 0.23305  0.0036
O8 -0.75655 1.58088 -2.47996  -0.0280
O9 -1.47185 -0.23795 -0.57147  0.0418
O10 1.75994 0.68719 -2.18101  0.0256
O11 -3.79786 0.56957 3.47913  -0.0001
O12 4.21883 1.24804 -3.33024  -0.0083
N1 -3.43285 -0.19805 1.06372  0.0007
C1 0.66236 3.51559 -3.53049  0.0134
C2 2.18388 -0.94325 2.21729  -0.0004
C3 0.79429 4.74799 -5.58749  -0.0006
C4 -0.83333 -5.22377 1.37944  -0.0001
C5 1.46163 -0.40524 6.73415  0.0000
C6 -0.34364 -1.98327 5.33850  0.0001
C7 -0.07054 -2.70682 2.28510  -0.0016
C8 1.46041 -0.39644 5.34791  -0.0004
C9 -4.60703 -1.79833 2.65395  0.0000
C10 0.06020 4.31044 -4.49430  0.0035
C11 2.12591 4.39141 -5.71662  0.0012
C12 -0.99619 -2.82782 1.25744  0.0013
C13 0.11164 -5.10915 2.39280  0.0002
C14 0.56824 -1.19673 4.63760  0.0004
C15 -1.38272 -4.08520 0.81168  0.0001
C16 0.49233 -3.85569 2.84171  0.0017
C17 0.56408 -1.20760 7.42323  0.0000
C18 2.00241 3.14550 -3.65522  -0.0037
C19 2.72359 3.58396 -4.75879  -0.0022
C20 2.13766 -0.15200 0.91696  -0.0205
C21 -3.85778 0.46628 -1.33820  0.0020
C22 -0.34432 -1.98972 6.72495  0.0000
H1 0.54511 -5.99634 2.83657  0.0000
H2 2.69944 4.73117 -6.56962  0.0001
H3 0.32099 5.36796 -6.33805  0.0000
H4 2.15961 0.22039 7.27529  0.0000
H5 -1.06356 -2.58585 4.79943  0.0000
H6 3.43033 2.18159 -0.39168  -0.0013
H7 -1.13683 -6.20327 1.03188  0.0000
H8 2.57630 -1.94453 2.03179  -0.0006
H9 -1.39965 -1.93641 0.79355  0.0005
H10 3.75066 3.25702 -4.86458  0.0001
H11 -1.06149 -2.59982 7.25824  0.0000
H12 2.14495 0.25756 4.82217  0.0000
H13 0.56359 -1.21281 8.50586  0.0000
H14 -2.11302 -4.16816 0.01756  -0.0001
H15 2.84445 -0.42668 2.90949  -0.0006
H16 -0.97500 4.59368 -4.36734  0.0001
H17 1.22046 -3.77327 3.64121  0.0000

Number 1 is which compound?
C22H16FN2O

The lowest strongest force on any atom belongs to which entry?
number 4

Among the records above, which one has the highest calculated total energy?
C22H16FN2O